Entry from the OMol25 dataset: a 2-piece molecular cluster, C4H8O3 overall (the ωB97M-V functional and the def2-TZVPD basis).

Values from the calculation:
* gap between HOMO and LUMO: 10.4 eV
* F_max: 1.80 eV/Å
* structure (SMILES): O=CCCC=O.O
* energy above the lowest of the compared OMol25 structures with the same formula, charge and spin: 1.885 eV
* E_tot: -382.8955 hartree
* HOMO: -10.01 eV
* LUMO energy: 0.4 eV

The geometry in ORCA input format:
```
! RIJCOSX wB97M-V def2-TZVPD def2/J DEFGRID3
* xyz 0 1
O -2.3994 2.4448 1.4662
C -1.3921 1.8821 1.1355
C -1.2997 0.4155 0.8162
C -0.4323 0.0310 -0.3489
C -1.1511 -0.0437 -1.7008
O -2.3469 -0.0019 -1.8021
H -0.4320 2.4436 1.1392
H -2.3028 0.0085 0.6684
H -0.9088 -0.0383 1.7354
H 0.3622 0.7466 -0.6255
H 0.0494 -0.9353 -0.2106
H -0.4956 -0.2479 -2.5664
O 4.2074 -2.4513 -0.2567
H 4.3253 -2.7557 0.6552
H 4.2165 -1.4981 -0.1049
*
```